Record 1
# C24H18BCl6F4FeN5O4S

C24H18BCl6F4FeN5O4S as an isolated structure (wB97M-V/def2-TZVPD, the Open Molecules 2025 dataset).

Output
Molar mass (g mol⁻¹): 827.87
Charge: -2
Relative energy (zero: lowest compared OMol25 entry of this formula, charge and spin) (kcal per mole): 3.04
2S+1: 5
E (eV): -172738.34928
Frontier orbital gap (spin up / spin down) (eV): 6.0 / 6.0

CARTESIAN COORDINATES (ANGSTROEM)
Fe 0.81 -0.08 -0.05
Cl 2.60 -4.12 -2.42
Cl -1.85 1.15 6.31
Cl -0.03 4.29 2.33
Cl 0.38 -5.71 -4.00
Cl -3.27 -1.96 -2.49
Cl -2.57 -4.62 -4.04
S -3.45 2.26 0.80
F 2.73 0.05 1.04
F 4.25 1.76 1.22
F 4.52 -0.15 2.47
F 2.81 1.31 2.96
O -0.94 -0.83 -1.04
O 0.28 1.70 0.85
O 0.91 5.39 -1.89
O 1.54 -1.72 -1.04
N -2.21 3.67 -1.10
N -0.19 -0.73 1.80
N -2.48 1.43 -1.51
N 1.50 1.23 -1.70
N 2.87 5.59 -3.01
C -0.15 1.61 2.05
C -2.67 2.47 -0.67
C 2.00 0.67 -2.80
C 2.51 1.42 -3.86
C -0.04 -4.26 -3.14
C 1.94 3.38 -2.62
C -2.26 4.89 -0.32
C -1.65 -2.61 -2.45
C -0.38 2.69 2.91
C -1.80 1.53 -2.78
C -0.45 0.31 2.62
C 2.48 2.80 -3.76
C -0.70 -1.90 -1.71
C 1.85 4.86 -2.45
C 0.66 -2.41 -1.70
C -0.46 -1.95 2.19
C -1.02 -2.22 3.45
C -1.33 -3.78 -3.16
C -1.27 -1.18 4.31
C -1.19 1.30 4.69
C -0.98 0.14 3.91
C -0.89 2.53 4.20
C 1.46 2.56 -1.61
C 0.95 -3.56 -2.42
B 3.59 0.76 1.94
H 1.04 2.95 -0.69
H -0.24 -2.75 1.49
H -1.34 5.44 -0.48
H -1.05 3.42 4.80
H 2.90 0.92 -4.73
H -2.34 4.63 0.74
H -2.27 2.29 -3.41
H -0.73 1.75 -2.69
H -3.12 5.50 -0.59
H -1.54 3.66 -1.85
H 3.77 5.14 -3.06
H 2.02 -0.41 -2.80
H -1.68 -1.36 5.29
H 2.85 3.41 -4.57
H -1.23 -3.24 3.73
H -2.40 0.52 -1.07
H -1.89 0.57 -3.29
H 2.89 6.55 -2.72

These are the natural (NBO) partial charges, in e, on atoms 1 to 4: atom 1 (Fe): 1.581, atom 2 (Cl): -0.024, atom 3 (Cl): -0.067, atom 4 (Cl): -0.031

=====

Record 2
# C24H18Cl4N3O2PtSb

C24H18Cl4N3O2PtSb as an isolated structure at a distorted geometry (wB97M-V/def2-TZVPD, the Open Molecules 2025 dataset).

Output
Molar mass (g mol⁻¹): 839.08
Charge: 0
E (eV): -93615.92558
Frontier orbital gap (spin up / spin down) (eV): 4.4 / 4.4

CARTESIAN COORDINATES (ANGSTROEM)
Pt 0.68 0.87 0.01
Sb 1.73 -2.58 0.01
Cl -3.06 3.96 0.10
Cl -6.05 3.05 0.02
Cl -6.78 0.03 -0.13
Cl -4.49 -2.12 -0.20
O -1.84 -0.94 -0.12
O -1.21 1.77 0.02
N 0.62 -0.66 -2.03
N 0.65 -0.66 2.07
N 2.71 0.39 0.00
C -0.39 -2.82 -2.22
C 4.45 -1.25 -0.01
C -2.40 1.35 -0.01
C -1.07 -1.04 -3.66
C 0.49 -1.93 -1.63
C 3.10 -0.91 0.00
C 3.65 1.36 -0.01
C -0.14 -0.22 -3.04
C -3.48 2.29 0.02
C 5.42 -0.26 -0.02
C 0.06 1.21 -3.46
C 0.11 1.21 3.50
C -2.73 -0.09 -0.09
C -1.01 -1.04 3.73
C -0.09 -0.21 3.09
C -4.14 -0.44 -0.12
C -4.79 1.89 -0.02
C -1.20 -2.36 -3.25
C -0.34 -2.82 2.29
C 0.52 -1.92 1.67
C -1.14 -2.36 3.32
C 3.19 2.78 0.00
C -5.12 0.50 -0.08
C 5.00 1.06 -0.02
H -1.85 -3.01 3.81
H -0.04 1.87 2.64
H 1.08 1.35 -3.83
H -1.92 -3.01 -3.71
H -1.61 -0.65 4.54
H -0.58 1.50 4.29
H 4.04 3.46 -0.01
H 2.58 2.98 0.88
H -0.64 1.49 -4.24
H 2.56 2.98 -0.88
H 1.13 1.36 3.85
H -0.46 -3.84 -1.87
H -0.07 1.87 -2.60
H 4.73 -2.30 -0.01
H 5.73 1.86 -0.02
H -0.41 -3.84 1.95
H 6.47 -0.51 -0.03
H -1.69 -0.65 -4.46

These are the natural (NBO) partial charges, in e, on atoms 1 to 4: atom 1 (Pt): 0.452, atom 2 (Sb): 1.026, atom 3 (Cl): 0.059, atom 4 (Cl): 0.064

=====

Record 3
# C24H18F15GeN4OSZn

C24H18F15GeN4OSZn as an isolated structure at a distorted geometry (wB97M-V/def2-TZVPD, the Open Molecules 2025 dataset).

Output
Molar mass (g mol⁻¹): 833.47
Charge: -1
Relative energy (zero: lowest compared OMol25 entry of this formula, charge and spin) (kcal per mole): 178.19
E (eV): -189712.04824
Frontier orbital gap (spin up / spin down) (eV): 4.1 / 3.0

CARTESIAN COORDINATES (ANGSTROEM)
Ge 0.85 -1.36 -1.81
Zn -1.02 1.84 1.95
S 0.04 -0.40 -0.04
F 6.34 -2.07 -2.38
F 4.77 -3.32 1.88
F -1.09 -6.20 -0.27
F 1.04 -3.20 -4.25
F 0.72 0.40 -4.61
F 0.41 -5.77 -4.71
F 2.26 -2.74 1.15
F 3.85 -1.46 -3.14
F -1.28 1.26 -6.20
F 6.83 -3.00 0.14
F -4.41 -1.04 -3.54
F -3.85 0.55 -5.67
F -0.47 -3.65 0.21
F -0.66 -7.29 -2.72
F -2.43 -1.93 -1.95
O -1.31 2.58 -0.05
N 1.01 1.56 1.88
N -2.63 2.93 0.64
N -1.74 0.89 3.67
N -0.67 3.57 3.01
C 0.51 -3.91 -3.23
C -3.13 -0.70 -3.79
C 5.32 -2.22 -1.52
C 0.20 -5.23 -3.50
C -0.34 -6.00 -2.49
C -2.78 4.03 1.56
C -1.54 0.47 -5.14
C -1.52 4.55 2.29
C -0.77 -0.79 -3.21
C -0.56 -5.44 -1.25
C 4.52 -2.85 0.64
C -2.09 -1.13 -2.99
C 3.23 -2.53 0.23
C -2.85 0.11 -4.87
C 0.32 -3.31 -2.01
C -2.08 2.07 4.52
C 5.57 -2.70 -0.24
C 4.02 -1.92 -1.87
C 2.94 -2.05 -1.03
C -0.22 -4.12 -1.02
C 1.58 2.45 2.90
C 0.81 3.78 2.88
C -1.06 3.22 4.39
C -0.54 0.01 -4.30
H 1.17 0.53 1.92
H -0.88 5.08 1.58
H -0.15 2.92 4.92
H -2.58 0.34 3.47
H -3.37 2.31 0.37
H -1.05 0.27 4.10
H 0.98 4.29 1.94
H 1.18 4.43 3.69
H -3.15 4.93 1.05
H -3.06 2.41 4.18
H -1.89 5.30 3.00
H -2.17 1.81 5.57
H -3.55 3.74 2.29
H -1.46 4.10 4.91
H 1.50 1.97 3.88
H -1.50 3.17 -0.70
H 1.27 1.77 0.91
H 2.64 2.68 2.77

These are the natural (NBO) partial charges, in e, on atoms 1 to 4: atom 1 (Ge): 1.009, atom 2 (Zn): 1.338, atom 3 (S): -1.112, atom 4 (F): -0.313

=====

Record 4
# C24H18FeN5O7S

C24H18FeN5O7S as an isolated structure at a distorted geometry (wB97M-V/def2-TZVPD, the Open Molecules 2025 dataset).

Output
Molar mass (g mol⁻¹): 576.35
Charge: 0
Relative energy (zero: lowest compared OMol25 entry of this formula, charge and spin) (kcal per mole): 0.00
2S+1: 2
E (eV): -92185.30650
Frontier orbital gap (spin up / spin down) (eV): 4.7 / 4.5

CARTESIAN COORDINATES (ANGSTROEM)
Fe 0.17 0.10 0.16
S -0.54 -2.53 -6.54
O -1.49 -0.29 1.07
O -2.52 -0.48 3.06
O 0.14 -1.39 -7.13
O 0.12 -3.80 -6.77
O 2.15 -0.24 0.01
O 4.05 -0.96 0.99
O -1.99 -2.57 -6.71
N 0.73 -0.77 1.93
N 0.16 -1.76 -0.66
N -0.85 1.08 -1.26
N -1.06 2.54 0.62
N -0.05 1.93 1.01
C -1.46 2.15 -0.68
C 1.72 2.06 2.62
C -1.22 0.78 -2.51
C -1.54 -0.52 2.36
C 1.30 2.83 4.86
C -1.38 -2.59 -3.92
C 0.15 -1.22 4.17
C -2.20 1.48 -3.19
C 2.87 -0.72 0.99
C 2.18 2.35 3.90
C -0.51 2.76 3.28
C 2.44 -1.37 3.45
C -2.44 2.89 -1.28
C 0.00 -1.98 -2.07
C -0.19 -0.87 2.88
C 0.37 2.26 2.33
C 0.87 -1.81 -4.29
C 1.48 -1.49 4.45
C 1.05 -1.66 -2.93
C -2.83 2.54 -2.57
C 2.01 -1.00 2.19
C -0.04 3.03 4.55
C -0.35 -2.27 -4.79
C -1.21 -2.43 -2.55
H 1.66 -1.56 -4.98
H -0.63 -1.28 4.92
H -2.89 3.71 -0.74
H 1.98 -1.29 -2.52
H -0.72 3.39 5.31
H -2.02 -2.65 -1.87
H 1.66 3.05 5.85
H 3.23 2.21 4.13
H 1.78 -1.77 5.45
H -1.55 2.91 3.02
H -0.71 -0.04 -2.97
H -2.32 -2.94 -4.33
H -0.49 -2.29 -0.10
H -2.45 1.18 -4.20
H -3.61 3.09 -3.08
H 2.38 1.70 1.85
H 3.49 -1.55 3.61
H 1.12 -1.94 -0.36

These are the natural (NBO) partial charges, in e, on atoms 1 to 4: atom 1 (Fe): 1.229, atom 2 (S): 2.418, atom 3 (O): -0.712, atom 4 (O): -0.563

=====

Record 5
# C24H18N4O4

The molecule C24H18N4O4 at a distorted geometry (wB97M-V/def2-TZVPD, the Open Molecules 2025 dataset).

Output
Structure (SMILES): CC(=O)Nc1cccc2c(Oc3cncc(Nc4ccc5c(c4)C(=O)OC5)n3)cccc12
Molar mass (g mol⁻¹): 426.43
Charge: 0
Relative energy (zero: lowest compared OMol25 entry of this formula, charge and spin) (kcal per mole): 0.00
E (eV): -39328.83261
Frontier orbital gap (eV): 8.3

CARTESIAN COORDINATES (ANGSTROEM)
O 1.08 2.98 -0.86
O -3.49 -4.40 0.25
O -5.82 -3.83 0.43
O 5.26 -3.52 0.23
N -1.95 4.16 0.78
N 5.15 -1.58 -1.09
N -0.49 1.81 0.40
N -2.00 0.54 1.41
C 3.15 -2.51 0.11
C 4.22 0.52 0.58
C 2.60 1.33 -2.61
C -3.07 -1.46 0.84
C 3.69 1.44 1.47
C -2.32 2.98 1.30
C -0.13 2.95 -0.18
C 3.86 0.51 -0.74
C -4.27 -2.17 0.67
C -4.43 0.51 1.36
C -3.17 -0.13 1.27
C -5.47 -1.60 0.69
C 4.65 -2.53 -0.19
C 4.35 -0.49 -1.59
C 2.82 1.27 -1.17
C 2.05 2.13 -0.28
C -0.85 4.18 0.01
C 2.59 2.28 0.95
C -6.46 -2.62 0.33
C 3.33 0.57 -3.43
C -5.61 -0.25 1.10
C 4.21 -0.44 -2.95
C -1.64 1.78 1.04
C -4.45 -3.62 0.49
H -0.53 5.00 -0.62
H -2.11 -1.95 0.98
H -3.32 2.98 1.77
H -1.22 0.03 1.21
H -6.93 -2.60 -0.67
H 2.70 -3.07 -0.62
H -6.55 0.26 1.09
H 6.15 -1.64 -1.38
H 2.62 -1.62 0.15
H 2.99 -3.06 1.06
H -4.60 1.56 1.58
H 4.68 -1.15 -3.65
H 2.10 3.01 1.61
H 3.28 0.62 -4.57
H -7.30 -2.49 1.04
H 1.82 2.01 -3.04
H 3.95 1.57 2.51
H 4.90 -0.25 0.93

These are the natural (NBO) partial charges, in e, on atoms 1 to 4: atom 1 (O): -0.483, atom 2 (O): -0.555, atom 3 (O): -0.471, atom 4 (O): -0.604

=====

Record 6
# C24H19BaIN2O2

C24H19BaIN2O2 as an isolated structure at a distorted geometry (wB97M-V/def2-TZVPD, the Open Molecules 2025 dataset).

Output
Molar mass (g mol⁻¹): 631.66
Charge: 0
Relative energy (zero: lowest compared OMol25 entry of this formula, charge and spin) (kcal per mole): 2.91
E (eV): -41065.07959
Frontier orbital gap (eV): 6.6

CARTESIAN COORDINATES (ANGSTROEM)
Ba 3.08 1.48 -0.15
I 1.02 3.63 -2.44
O 1.66 0.37 -1.27
O -4.16 -0.29 -1.22
N -0.56 -2.06 -2.74
N -0.79 2.31 0.04
C -0.46 1.09 0.13
C 2.25 1.15 3.37
C 2.34 -3.84 2.84
C -1.57 2.73 -1.07
C 0.55 -1.37 -2.49
C -2.96 2.69 -0.96
C 1.89 -0.73 4.84
C 2.64 -3.30 1.58
C -3.06 -0.59 -0.36
C -3.78 3.13 -2.00
C 2.15 -1.60 3.75
C 1.94 0.62 4.65
C -1.77 -0.77 -1.11
C 2.53 0.39 2.26
C 2.46 -1.03 2.49
C -1.67 -1.77 -2.06
C 0.55 -0.33 -1.55
C -3.21 3.63 -3.16
C -0.63 -0.01 -0.87
C -1.03 3.30 -2.22
C -1.84 3.73 -3.26
C 1.80 -1.73 -3.22
C 2.10 -3.01 3.90
C 2.70 -1.94 1.42
H -2.95 0.16 0.43
H 2.22 -0.88 -3.75
H 2.27 2.24 3.30
H 1.74 1.29 5.48
H -1.39 4.16 -4.15
H 2.56 -2.10 -2.53
H -2.54 -2.38 -2.28
H -3.40 2.32 -0.05
H -3.33 -1.53 0.14
H -3.90 0.45 -1.77
H 0.13 0.82 1.01
H 1.66 -1.15 5.81
H 2.29 -4.91 2.98
H 2.91 -1.54 0.43
H 1.86 -3.42 4.88
H -4.85 3.07 -1.89
H 2.82 -3.96 0.74
H -3.84 3.97 -3.98
H 1.58 -2.52 -3.93

These are the Mulliken partial charges, in e, on atoms 1 to 4: atom 1 (Ba): 1.638, atom 2 (I): 0.061, atom 3 (O): -1.515, atom 4 (O): -0.529

=====

Record 7
# C24H19F4

A 2-piece molecular cluster, C24H19F4 overall at a distorted geometry (wB97M-V/def2-TZVPD, the Open Molecules 2025 dataset).

Output
Molar mass (g mol⁻¹): 383.41
Charge: +1
E (eV): -36057.38725
Frontier orbital gap (eV): 4.3

CARTESIAN COORDINATES (ANGSTROEM)
F 0.62 6.13 -4.76
F 3.76 -2.62 0.84
F 0.92 -1.75 4.55
F 3.47 2.35 -5.20
C 2.38 -2.22 2.73
C -2.03 -2.67 2.89
C 1.39 -1.41 3.30
C 0.85 -0.30 2.66
C -2.71 1.01 -0.47
C 2.23 -0.81 0.73
C -2.43 -3.31 0.58
C 2.53 3.06 -4.48
C 2.05 4.25 -5.04
C 1.12 4.95 -4.26
C 1.24 0.02 1.33
C -2.40 -0.40 -0.08
C -2.25 -2.28 1.54
C 2.77 -1.87 1.44
C -1.93 -4.01 3.25
C 0.64 1.11 0.61
C -2.07 -5.02 2.28
C -2.33 -4.66 0.95
C 0.70 4.52 -3.01
C 1.20 3.31 -2.45
C -2.30 -0.87 1.18
C 0.74 2.84 -1.18
C 2.14 2.58 -3.24
C 1.18 1.68 -0.54
H -2.01 -6.07 2.57
H -2.63 -3.04 -0.45
H -2.97 1.03 -1.54
H -1.85 1.67 -0.33
H 0.00 3.46 -0.68
H -2.27 -0.15 2.02
H -1.91 -1.88 3.63
H 2.56 1.64 -2.86
H -0.01 5.12 -2.42
H -2.28 -1.10 -0.91
H 2.36 4.60 -6.02
H 2.55 -0.61 -0.30
H 2.84 -3.04 3.27
H 0.12 0.33 3.17
H -0.26 1.55 1.05
H -1.76 -4.27 4.29
H -2.47 -5.43 0.20
H 2.06 1.18 -0.96
H -3.55 1.43 0.09

These are the natural (NBO) partial charges, in e, on atoms 1 to 4: atom 1 (F): -0.302, atom 2 (F): -0.306, atom 3 (F): -0.307, atom 4 (F): -0.304

=====

Record 8
# C24H19F5N14O3S3ScTe

C24H19F5N14O3S3ScTe as an isolated structure at a distorted geometry (wB97M-V/def2-TZVPD, the Open Molecules 2025 dataset).

Output
Molar mass (g mol⁻¹): 915.26
Charge: -1
Relative energy (zero: lowest compared OMol25 entry of this formula, charge and spin) (kcal per mole): 64.83
E (eV): -126291.62444
Frontier orbital gap (eV): 6.1

CARTESIAN COORDINATES (ANGSTROEM)
Te 2.12 2.39 0.37
Sc 0.30 -0.21 0.47
S 2.16 -2.92 3.96
S -0.08 3.01 1.49
S 3.29 -2.34 1.27
F 2.52 3.94 1.54
F 2.97 1.80 1.96
F 3.82 2.63 -0.29
F 1.81 4.04 -0.59
F 0.49 0.85 2.09
O -3.74 0.15 1.92
O -1.45 -0.80 1.29
O 2.15 0.56 0.06
N 0.44 -3.21 -2.74
N 1.80 2.26 -2.57
N 0.14 -3.07 -0.59
N -2.44 0.46 -1.08
N 0.80 -1.81 1.96
N 0.20 -3.89 -1.58
N -1.03 2.14 0.42
N 0.35 -1.80 -1.05
N 1.86 1.19 -3.32
N 0.75 -0.92 -3.27
N -0.23 -1.94 2.88
N 0.32 0.84 -1.77
N -1.88 3.98 -0.76
N 0.88 2.08 -1.62
C -1.32 -1.38 2.45
C -0.98 7.33 0.46
C -1.26 4.99 -0.02
C -4.71 -0.57 3.93
C -1.56 6.32 -0.29
C 1.92 -2.27 2.35
C -2.95 2.13 -2.69
C 4.47 -2.44 2.62
C -2.48 -2.09 4.55
C 0.52 -1.96 -2.36
C 3.89 -3.36 3.67
C -3.47 1.16 -3.53
C -4.67 -1.30 5.10
C -0.37 4.69 1.00
C 0.97 0.34 -2.78
C -2.94 -0.46 -1.88
C -3.56 -2.07 5.42
C -2.43 1.72 -1.47
C -1.73 2.66 -0.53
C -2.50 -1.36 3.36
C 0.22 5.70 1.75
C -0.09 7.02 1.48
C -3.46 -0.16 -3.13
C -3.63 -0.59 3.04
H 0.94 5.43 2.50
H -5.52 -1.28 5.77
H -1.23 8.36 0.25
H -1.59 -2.67 4.77
H -3.84 -0.94 -3.78
H -3.86 1.45 -4.51
H 4.41 -3.25 4.63
H -2.92 3.16 -3.02
H -2.26 6.56 -1.09
H -3.53 -2.65 6.33
H 1.32 -1.18 -4.06
H -2.93 -0.01 1.38
H 4.65 -1.44 3.00
H -2.46 4.26 -1.53
H -2.92 -1.48 -1.51
H -5.57 0.04 3.67
H 3.94 -4.40 3.35
H 5.40 -2.84 2.20
H 0.37 7.81 2.06

These are the natural (NBO) partial charges, in e, on atoms 1 to 4: atom 1 (Te): 3.024, atom 2 (Sc): 1.671, atom 3 (S): 0.307, atom 4 (S): 0.859